{"formula": "C55H56N4OS2Tl", "method": "the ωB97M-V functional and the def2-TZVPD basis", "symbols": ["Tl", "C", "C", "C", "C", "C", "C", "C", "C", "C", "C", "C", "C", "N", "C", "C", "N", "C", "C", "C", "C", "C", "C", "C", "C", "C", "C", "C", "C", "C", "C", "C", "C", "C", "C", "C", "C", "C", "C", "H", "H", "H", "H", "H", "H", "H", "H", "H", "H", "H", "H", "H", "H", "H", "H", "H", "H", "H", "H", "H", "H", "H", "H", "H", "H", "H", "H", "H", "H", "H", "H", "H", "H", "H", "H", "H", "H", "H", "H", "C", "C", "C", "C", "C", "C", "C", "C", "S", "C", "N", "C", "C", "C", "C", "C", "C", "C", "C", "H", "H", "H", "H", "H", "H", "H", "H", "H", "H", "H", "H", "H", "H", "H", "H", "O", "C", "S", "C", "N"], "xyz": [[-13.24753, -15.55823, -0.23404], [-12.93415, -20.48961, 2.67247], [-12.65894, -20.04555, 1.23542], [-13.17510, -21.07573, 0.25927], [-11.24254, -19.59468, 1.03125], [-10.22209, -20.47073, 0.54150], [-8.88100, -19.93894, 0.30824], [-8.66002, -18.58910, 0.55977], [-9.64234, -17.74984, 1.02147], [-9.25047, -16.29881, 1.30131], [-9.00207, -15.53677, 0.04140], [-8.02959, -16.15949, 2.20571], [-10.93639, -18.24470, 1.23250], [-11.96089, -17.29367, 1.48529], [-12.40179, -16.76245, 2.58821], [-13.78898, -14.99766, 3.34075], [-14.48236, -13.92552, 3.20191], [-14.71971, -13.40385, 1.90027], [-13.77826, -12.55076, 1.24808], [-14.12110, -12.02281, 0.02339], [-15.18500, -12.50189, -0.69611], [-16.07460, -13.32063, -0.00266], [-15.94630, -13.65110, 1.32212], [-16.97251, -14.56283, 2.09158], [-18.22961, -15.08149, 1.32075], [-17.45715, -13.94297, 3.47727], [-12.49304, -12.00203, 1.92050], [-11.18907, -12.23864, 1.24677], [-12.64622, -10.51922, 2.25951], [-13.56896, -15.37032, 4.78229], [-14.16846, -14.73227, 5.81652], [-14.04749, -15.32520, 7.09813], [-13.23947, -16.38507, 7.36833], [-12.38260, -16.90201, 6.31618], [-11.34057, -17.82459, 6.52439], [-10.69569, -18.42267, 5.48767], [-11.00907, -18.03026, 4.14596], [-11.85217, -17.02143, 3.98452], [-12.61907, -16.38083, 5.06313], [-13.90285, -20.91411, 2.92000], [-12.72470, -19.75116, 3.43656], [-12.25011, -21.31718, 2.94843], [-13.31333, -19.22608, 1.01715], [-12.74833, -22.03371, 0.40954], [-12.95394, -20.64957, -0.71658], [-14.27182, -21.12832, 0.39427], [-10.50421, -21.55646, 0.45946], [-8.16553, -20.66177, 0.00556], [-7.62504, -18.19364, 0.40795], [-10.16063, -15.75077, 1.72765], [-8.38499, -16.07409, -0.65196], [-8.58300, -14.54134, 0.14917], [-9.94581, -15.44352, -0.47583], [-7.03063, -16.41731, 1.80654], [-8.18249, -16.78311, 3.12911], [-8.07291, -15.07744, 2.53944], [-13.37344, -11.41522, -0.52307], [-15.26508, -12.31167, -1.78000], [-16.93539, -13.73473, -0.58438], [-16.50933, -15.52727, 2.44240], [-18.84994, -14.31982, 0.82898], [-18.91524, -15.55611, 1.84136], [-17.97681, -15.74466, 0.55730], [-18.28246, -13.21660, 3.37288], [-16.67991, -13.46035, 4.02051], [-17.84679, -14.80738, 4.09254], [-12.35714, -12.47325, 2.96900], [-11.17880, -11.78879, 0.23417], [-10.97093, -13.26260, 1.16160], [-10.38414, -11.79116, 1.79184], [-12.57678, -9.83179, 1.39457], [-11.83342, -10.15521, 2.91111], [-13.57076, -10.31532, 2.77460], [-14.78533, -13.91046, 5.65584], [-14.70007, -14.98268, 7.92438], [-13.24263, -16.86133, 8.27815], [-11.22224, -18.19142, 7.52194], [-9.94883, -19.17307, 5.73036], [-10.55466, -18.53619, 3.33284], [-15.84064, -17.49347, 4.37574], [-16.97442, -18.40311, 3.73093], [-18.36076, -18.02278, 4.26126], [-16.73884, -19.84116, 4.31681], [-16.98425, -18.40797, 2.22690], [-18.23279, -18.56042, 1.56387], [-18.19306, -18.60475, 0.18730], [-17.05984, -18.48940, -0.59372], [-17.06625, -18.28680, -2.28463], [-14.52466, -18.44850, -1.84079], [-14.71255, -17.81434, -0.67552], [-15.83342, -18.21123, 0.06687], [-15.80277, -18.22576, 1.42898], [-12.56940, -19.52146, -3.43746], [-11.90012, -20.31512, -4.28296], [-10.40806, -20.20859, -4.13864], [-9.86873, -19.37837, -3.21756], [-10.63288, -18.42266, -2.35811], [-11.92783, -18.70386, -2.46543], [-15.86925, -17.38635, 5.42832], [-15.97207, -16.48522, 3.93073], [-14.85425, -17.89689, 4.13915], [-18.31170, -17.92110, 5.34153], [-19.06306, -18.85485, 4.13832], [-18.72699, -17.04306, 3.82089], [-16.79381, -19.76904, 5.42911], [-15.74757, -20.21111, 4.07924], [-17.46271, -20.55759, 3.99192], [-19.16551, -18.79231, 2.18527], [-19.12514, -18.76441, -0.31820], [-14.87829, -18.12537, 1.95307], [-12.26669, -20.94296, -5.04119], [-9.84860, -20.95120, -4.78956], [-8.79600, -19.24995, -3.07534], [-10.22150, -17.51609, -1.92942], [-15.53963, -19.13491, -2.52538], [-13.34078, -18.79255, -2.47422], [-3.65372, -14.34999, 1.91832], [-2.43029, -14.58233, 0.94375], [-13.26109, -15.76901, 2.34535]], "total_charge": -1, "lumo_ev": 1.0}